DFT (the ωB97M-V functional and the def2-TZVPD basis) results for a structure of composition C43H28F7LuN4S at a distorted geometry.

Atoms and positions in Å:
Lu  -0.47800  -0.23264  -0.42985
F  -5.76932  -4.71405  2.80561
C  -4.88215  -3.69696  2.60848
C  -4.05031  -3.75079  1.43731
F  -4.19396  -4.87012  0.68375
C  -3.20899  -2.68294  1.16487
F  -2.44653  -2.75134  0.03245
C  -2.90301  -1.66236  2.12097
S  -1.63161  -0.50273  1.99577
C  -3.58007  -1.77584  3.33452
F  -3.52098  -0.79464  4.25067
C  -4.59574  -2.75323  3.55730
F  -5.29589  -2.69124  4.66453
F  -5.10195  -0.22242  -3.42711
C  -3.75089  -0.29034  -3.54957
C  -3.00725  -0.62538  -2.43753
C  -1.61431  -0.55609  -2.49095
C  -0.95920  -0.33845  -3.67006
C  -1.81131  -0.07886  -4.76368
F  -1.28091  0.31384  -5.93760
C  -3.15928  -0.08488  -4.75343
C  0.51912  -0.32825  -3.68906
C  1.33643  -0.35924  -4.78722
C  2.70320  -0.44450  -4.65509
C  3.26185  -0.43749  -3.34716
C  2.36607  -0.42567  -2.30196
N  1.02510  -0.36082  -2.45243
H  -3.54822  -0.65192  -1.50059
H  -3.66960  0.24448  -5.65381
H  0.83414  -0.44370  -5.70965
H  3.36777  -0.39589  -5.54914
H  4.30439  -0.50832  -3.21637
H  2.62108  -0.51955  -1.24196
N  -3.60592  6.98449  -0.10591
C  -3.14730  5.93040  -0.10409
C  -2.56805  4.57562  -0.12743
C  -2.26947  4.10527  -1.37979
C  -1.76952  2.82837  -1.42403
N  -1.67255  2.00315  -0.35981
C  -1.96068  2.55095  0.83988
C  -2.45997  3.81811  1.01731
H  -2.43306  4.67719  -2.27583
H  -1.39491  2.43700  -2.40700
H  -1.99264  1.85980  1.70286
H  -2.58899  4.23581  2.01281
C  1.68429  -6.51893  0.33214
C  1.16258  -5.09292  0.17898
C  0.81630  -4.44969  -1.05292
C  0.35132  -3.15635  -1.17168
N  0.24781  -2.41347  -0.05812
C  0.48102  -2.99439  1.09960
C  0.92878  -4.26047  1.28513
H  2.04384  -6.93167  -0.66786
H  0.89856  -7.27843  0.63683
H  2.56774  -6.60278  0.95525
H  1.07701  -4.97403  -1.98314
H  0.02640  -2.80060  -2.14611
H  0.37194  -2.39470  1.98868
H  1.06464  -4.66553  2.23889
C  4.40685  1.71345  4.53780
C  4.83836  1.80287  3.16953
C  4.13652  1.19430  2.16591
C  2.87616  0.67508  2.44905
C  2.49758  0.52319  3.78048
C  3.20109  1.04607  4.85149
C  1.92363  0.19704  1.41443
C  1.36890  0.94519  0.45563
C  1.56039  2.38389  0.39911
C  1.98093  3.02319  -0.77144
C  2.23272  4.42086  -0.78508
C  1.98983  5.18331  0.36604
C  1.48250  4.53493  1.49249
C  1.34741  3.12994  1.56424
H  5.07432  2.11828  5.36048
H  5.84836  2.18389  2.90354
H  4.51349  1.22951  1.17690
H  1.52207  0.00845  3.95889
H  2.83280  0.97382  5.87212
H  1.51999  -0.79043  1.59682
H  2.03095  2.47061  -1.68250
H  2.46575  4.92553  -1.70077
H  2.07231  6.28599  0.40524
H  1.37527  5.10406  2.39955
H  1.16300  2.63715  2.50343

Frontier orbital gap, eV: 7.1
Relative energy (zero: lowest compared OMol25 entry of this formula, charge and spin), eV: 1.0470
Calculated total energy, eV: -114482.684
LUMO level, eV: -0.5677
Charge: 0
HOMO, Ha: -0.281

Mulliken population analysis, charges in e, atoms 1 to 5: 1.43 -0.30 0.43 -0.01 -0.29

***

DFT (the ωB97M-V functional and the def2-TZVPD basis) results for the molecule C2H3NO2 at a distorted geometry.

Atoms and positions in Å:
O  0.08811  -1.64091  2.69165
N  -0.63735  -1.02240  1.98355
C  0.03743  0.10724  1.04492
C  -0.40247  -0.00623  -0.34974
O  -0.91684  0.93887  0.57195
H  0.95883  0.67341  1.27122
H  0.20502  0.42822  -1.15912
H  -1.01276  -0.92725  -0.66543

Frontier orbital gap, eV: 9.1
Relative energy (zero: lowest compared OMol25 entry of this formula, charge and spin), eV: 4.5263
Calculated total energy, eV: -7703.317
Structure (SMILES): O=N[C@H]1CO1
LUMO level, eV: -0.1849
Charge: 0
HOMO, Ha: -0.340

natural (NBO) population analysis, charges in e, atoms 1 to 5: -0.24 0.17 0.08 -0.13 -0.46

***

DFT (the ωB97M-V functional and the def2-TZVPD basis) results for a cluster of 4 separate species, C10H24Cl6N2O2 in total at a distorted geometry.

Atoms and positions in Å:
C  0.80549  1.53087  -5.58403
Cl  -0.25758  2.89792  -5.43737
Cl  2.16731  2.07710  -6.57021
Cl  0.00066  -0.02754  -6.21732
H  1.09839  1.25413  -4.57126
C  0.35940  1.51500  -0.81095
Cl  -0.60272  2.67047  -1.71149
Cl  1.53450  0.70964  -1.81640
Cl  -0.73872  0.42035  -0.09602
H  0.89392  1.87909  0.06644
C  3.14285  1.00930  1.45943
C  3.44639  2.49441  1.43150
C  4.92474  2.88262  1.53465
O  5.23438  4.26339  1.20506
C  6.65456  4.65344  1.23724
N  3.03199  3.04539  0.15033
H  3.21820  0.51430  0.49123
H  2.14018  0.59600  1.56870
H  3.80302  0.62213  2.23555
H  2.74128  2.92321  2.14358
H  5.56312  2.35589  0.82533
H  5.36566  2.64268  2.50218
H  6.96630  4.47112  2.26567
H  6.66189  5.72837  1.05678
H  7.33447  4.10195  0.58786
H  3.44101  2.48649  -0.58481
H  3.54773  3.90925  0.06173
C  -5.79339  -5.56576  0.12875
C  -5.81600  -4.16456  0.80384
C  -4.60071  -3.18938  0.66561
O  -3.32440  -3.76003  0.97590
C  -2.34062  -2.73116  1.24023
N  -6.94619  -3.43272  0.35185
H  -4.84516  -6.09390  0.22887
H  -6.19946  -5.56979  -0.88278
H  -6.47096  -6.18724  0.71421
H  -5.86606  -4.27758  1.88681
H  -4.80588  -2.41282  1.40248
H  -4.49128  -2.57750  -0.22978
H  -2.35063  -2.05065  0.38882
H  -1.32564  -3.11623  1.33838
H  -2.54633  -2.18405  2.16026
H  -7.74452  -3.85737  0.80179
H  -7.01098  -2.45618  0.60139

Multiplicity: 2
Frontier orbital gap (spin up / spin down), eV: 7.4 / 1.7
Calculated total energy, eV: -92956.630
LUMO level (spin up / spin down), eV: -3.5684 / -9.2563
Charge: +1
HOMO (spin up / spin down), Ha: -0.404 / -0.404

natural (NBO) population analysis, charges in e, atoms 1 to 5: -0.26 0.04 0.03 -0.04 0.23

***

DFT (the ωB97M-V functional and the def2-TZVPD basis) results for the molecule C5H13N3 at a distorted geometry.

Atoms and positions in Å:
H  0.36061  -0.33650  1.73422
N  -0.64145  -0.28674  1.98069
C  -1.35239  0.07072  0.98430
C  -2.78943  0.48079  1.14988
C  -0.57025  0.49516  -0.57211
C  0.20861  -0.64044  -1.03946
N  0.54318  -1.77639  -0.28133
C  1.84497  0.29856  -1.23283
N  2.42967  0.34993  0.10565
H  -2.92907  1.50167  0.78324
H  -3.42396  -0.17200  0.54327
H  -3.10731  0.42788  2.19577
H  -0.12128  1.44493  -0.29142
H  -1.41408  0.71532  -1.22273
H  -0.10334  -0.94050  -2.04211
H  -0.18183  -2.45519  -0.08187
H  1.40298  -1.62361  0.25929
H  2.41017  -0.37879  -1.87709
H  1.80464  1.27641  -1.72020
H  3.44861  0.32740  0.05388
H  2.18095  1.22139  0.57094

Frontier orbital gap, eV: 9.1
Relative energy (zero: lowest compared OMol25 entry of this formula, charge and spin), eV: 2.8778
Calculated total energy, eV: -9863.489
Structure (SMILES): [H]/N=C(/C)C[C@H](N)CN
LUMO level, eV: 0.9222
Charge: 0
HOMO, Ha: -0.301

natural (NBO) population analysis, charges in e, atoms 1 to 5: 0.35 -0.65 0.34 -0.69 -0.49

***

DFT (the ωB97M-V functional and the def2-TZVPD basis) results for a cluster of 2 separate species, CH5PS2 in total at a distorted geometry.

Atoms and positions in Å:
C  -0.66964  -0.00914  -0.56861
P  2.12212  -0.40223  0.17048
S  -1.64983  -1.20594  0.18867
S  -0.90024  1.71014  -0.37778
H  -0.51652  -0.34565  -1.63050
H  2.44687  1.00914  0.10093
H  1.46300  -0.27738  1.42663
H  -0.91805  -2.10215  -0.24873
H  -1.37771  1.62321  0.93891

Frontier orbital gap (spin up / spin down), eV: 6.8 / 7.8
Relative energy (zero: lowest compared OMol25 entry of this formula, charge and spin), eV: 4.2363
Calculated total energy, eV: -32073.820
LUMO level (spin up / spin down), eV: -0.7087 / -0.3032
Charge: 0
HOMO (spin up / spin down), Ha: -0.275 / -0.296

natural (NBO) population analysis, charges in e, atoms 1 to 5: -0.62 0.02 0.10 0.09 0.23

***

DFT (the ωB97M-V functional and the def2-TZVPD basis) results for a cluster of 9 separate species, BF4H16O8 in total.

Atoms and positions in Å:
B  0.01966  0.23460  -0.24182
F  -0.24066  0.27185  1.13087
F  -0.90606  0.95045  -1.00933
F  1.31810  0.81277  -0.40544
F  0.03498  -1.11419  -0.64062
O  -2.01098  -2.29800  1.16425
H  -1.75592  -3.21623  1.04308
H  -1.52923  -1.82437  0.47087
O  -3.03062  -0.44111  3.14593
H  -3.46814  -1.13903  3.63951
H  -2.63296  -0.90347  2.38898
O  3.56703  0.16695  -1.95325
H  3.05291  0.45321  -1.18372
H  4.46833  0.05937  -1.63758
O  1.86634  -1.97240  -2.70523
H  2.44256  -1.19465  -2.63710
H  1.24606  -1.84851  -1.97674
O  -3.12143  0.03966  -2.43501
H  -2.36710  -0.02279  -1.82646
H  -2.75809  0.48538  -3.20458
O  1.02375  2.61802  1.82477
H  0.33600  2.06673  2.20902
H  1.32375  2.11079  1.05904
O  2.07991  -1.90332  1.58161
H  2.09841  -1.65196  2.50949
H  1.48623  -1.25690  1.17750
O  -1.16103  3.74417  -0.53952
H  -0.24218  3.99834  -0.41614
H  -1.13962  2.77465  -0.53238

Frontier orbital gap, eV: 10.6
Relative energy (zero: lowest compared OMol25 entry of this formula, charge and spin), eV: 0.0000
Calculated total energy, eV: -28196.409
LUMO level, eV: 2.8612
Charge: -1
HOMO, Ha: -0.283

natural (NBO) population analysis, charges in e, atoms 1 to 5: 1.34 -0.57 -0.56 -0.59 -0.58

***

DFT (the ωB97M-V functional and the def2-TZVPD basis) results for a structure of composition C13H16BF3NO6PdS.

Atoms and positions in Å:
Pd  -1.55628  -0.04912  -0.23327
O  -0.28976  0.04032  -1.69381
C  0.93183  -0.08761  -1.25392
O  1.20531  -0.22424  -0.07064
C  1.99131  -0.00707  -2.30998
C  1.66210  0.15832  -3.65044
C  2.66596  0.23053  -4.60443
C  3.99722  0.13698  -4.22148
C  4.32607  -0.03008  -2.88258
C  3.32384  -0.10199  -1.92805
H  0.61987  0.22305  -3.93057
H  2.41021  0.35625  -5.64884
H  4.78007  0.19089  -4.96800
H  5.36419  -0.10744  -2.58493
H  3.54989  -0.23707  -0.87872
B  -1.75387  -4.88077  -0.28968
C  -1.69150  -3.29927  -0.24713
N  -1.64920  -2.14745  -0.21189
H  -2.06930  -5.26102  0.81949
H  -0.64615  -5.27349  -0.59652
H  -2.58355  -5.18991  -1.11954
F  -3.64154  2.96177  2.14468
C  -3.50502  2.79817  0.82750
F  -2.22426  3.01144  0.50517
F  -4.24464  3.72437  0.21108
S  -4.04021  1.11621  0.29870
O  -5.44477  1.09209  0.54393
O  -3.20328  0.21744  1.12916
O  -3.58767  1.04639  -1.08606
C  0.47764  0.19182  3.83723
C  1.47077  0.88302  2.90431
C  0.55544  1.81154  2.12073
O  -0.70438  1.13880  2.02489
C  -0.72896  0.01690  2.92561
H  0.22991  0.83893  4.68260
H  0.83943  -0.76017  4.22404
H  1.91720  0.15817  2.22417
H  2.26088  1.42091  3.42903
H  0.91918  2.01439  1.11401
H  0.40356  2.76101  2.64783
H  -0.65287  -0.90874  2.34849
H  -1.68465  0.02573  3.44782

Frontier orbital gap (spin up / spin down), eV: 8.1 / 8.1
Relative energy (zero: lowest compared OMol25 entry of this formula, charge and spin), eV: 0.8590
Calculated total energy, eV: -50661.242
LUMO level (spin up / spin down), eV: 1.4488 / 1.4555
Charge: -1
HOMO (spin up / spin down), Ha: -0.244 / -0.243

natural (NBO) population analysis, charges in e, atoms 1 to 5: 1.19 -0.66 0.74 -0.67 -0.08

***

DFT (the ωB97M-V functional and the def2-TZVPD basis) results for the molecule CH2O2S at a distorted geometry.

Atoms and positions in Å:
C  -0.71851  0.11005  0.38721
O  1.85197  -0.52235  0.25907
O  -1.40411  -0.32974  -0.47679
S  0.98016  0.54164  -0.24958
H  -0.98048  0.18513  1.44605
H  0.27098  0.01527  -1.36596

Frontier orbital gap, eV: 9.2
Relative energy (zero: lowest compared OMol25 entry of this formula, charge and spin), eV: 2.9046
Calculated total energy, eV: -15997.031
LUMO level, eV: -0.2441
Charge: 0
HOMO, Ha: -0.347

natural (NBO) population analysis, charges in e, atoms 1 to 5: 0.23 -0.95 -0.48 0.98 0.16